No. 1
The following is a DFT calculation (ωB97M-V/def2-TZVPD) of an isolated molecule of C5H7FS at a distorted geometry.

```
14
Properties=species:S:1:pos:R:3:mulliken_charge:R:1
C 1.56824 0.05501 0.37692 0.337
C 0.63908 -1.17894 0.53504 -0.824
C -0.52618 -0.63646 -0.27608 -0.084
C -0.70461 0.65134 0.42080 0.043
C 0.60234 1.34324 0.10347 -0.913
H 2.16638 0.22866 1.29589 0.330
H 1.17847 -2.02090 0.12818 0.329
H 0.29746 -1.35202 1.56711 0.289
H -0.24145 -0.39375 -1.32615 0.192
H -0.79841 0.44224 1.52263 0.186
H 0.90844 2.18685 0.70097 0.300
H 0.73427 1.65934 -0.95140 0.290
F 2.40552 -0.13313 -0.70797 -0.331
S -2.21050 -0.05984 -0.22040 -0.145
```

**Multiplicity**: 1
**Molecular weight**: 118.176 u
**E**: -692.664907 Ha
**Relative energy (zero: lowest compared OMol25 entry of this formula, charge and spin)**: 52.3 kcal/mol

***

No. 2
The following is a DFT calculation (ωB97M-V/def2-TZVPD) of a cluster of 4 separate species, C4H18NO3 in total at a distorted geometry.

```
26
Properties=species:S:1:pos:R:3:mulliken_charge:R:1
C 1.43673 1.87395 -1.30869 -1.237
C 0.59989 0.62202 -1.07839 -0.326
N 1.21715 -0.29651 -0.08009 -0.019
C 1.31267 0.22733 1.32315 -0.382
C 1.87105 -0.90247 2.20662 -1.193
H 0.91086 2.49465 -2.03347 0.395
H 2.41364 1.63286 -1.72655 0.325
H 1.58086 2.49443 -0.42737 0.380
H -0.42809 0.88306 -0.83912 0.235
H 0.50490 0.04080 -1.99870 0.373
H 2.14981 -0.53821 -0.40898 0.403
H 0.68963 -1.19641 -0.06469 0.300
H 0.30776 0.46831 1.66439 0.314
H 1.89082 1.14217 1.32104 0.382
H 2.95971 -0.87302 2.21323 0.358
H 1.54771 -0.78829 3.24359 0.378
H 1.49627 -1.89049 1.94321 0.346
H -1.18710 -1.76901 0.44036 0.381
H -1.20098 -2.93527 -0.57878 0.282
O -0.61100 -2.38450 -0.07023 -0.683
H -3.57032 1.70927 -1.91474 0.311
H -3.84745 0.27963 -2.36880 0.298
O -3.39410 0.78535 -1.68267 -0.640
H -3.16682 -0.61985 1.44207 0.293
H -2.95346 0.05021 0.04576 0.342
O -2.53013 -0.51000 0.73786 -0.616
```

**Multiplicity**: 1
**Net charge**: +1
**Molecular weight**: 128.192 u
**E**: -443.467498 Ha
**Relative energy (zero: lowest compared OMol25 entry of this formula, charge and spin)**: 0.0 kcal/mol

***

No. 3
The following is a DFT calculation (ωB97M-V/def2-TZVPD) of a structure of composition C26H39IrN3O12P2 at a distorted geometry.

```
83
Properties=species:S:1:pos:R:3:mulliken_charge:R:1
Ir 0.16290 -0.23806 -0.03755 2.686
O -0.03941 -0.37572 1.99351 -0.439
N -0.74636 -1.26487 2.48724 -0.219
N -1.35511 -2.00714 1.56235 0.959
O -1.18712 -1.76118 0.32531 -0.626
C -2.19086 -3.04675 1.98671 0.552
C -2.85362 -3.80518 1.00909 -0.284
C -3.67656 -4.82581 1.41728 -0.650
C -3.83873 -5.09218 2.77991 -0.408
C -3.17992 -4.32912 3.74305 -0.656
C -2.35050 -3.30081 3.36324 -0.329
H -2.70424 -3.58021 -0.03624 0.468
H -4.19455 -5.42831 0.68475 0.414
H -4.47889 -5.90627 3.09252 0.417
H -3.31879 -4.54690 4.79241 0.417
H -1.83509 -2.69966 4.09637 0.463
C 2.77041 2.81412 -4.72441 -1.380
C 1.64174 1.87212 -5.07640 0.852
C 1.94717 0.99324 -6.26500 -1.491
O 1.41472 0.96930 -3.92301 -0.294
P 0.21367 1.09197 -2.95530 0.024
O 0.25509 -0.11242 -2.03772 -0.885
C 0.25126 2.66047 -2.09112 -0.374
P -1.07060 2.71047 -0.86720 0.233
O -1.03193 1.45806 -0.02530 -1.008
O -2.43025 2.81599 -1.59734 -0.027
C -2.94201 4.06923 -2.21107 0.680
C -3.50209 3.70436 -3.56490 -1.139
C -3.96596 4.66230 -1.27369 -1.494
O -0.93102 4.03514 -0.07820 -0.409
C -0.26412 4.32054 1.21373 0.497
C -1.06350 3.72870 2.35214 -1.176
C 1.18434 3.89026 1.19272 -1.182
O -1.10890 1.18082 -3.76844 0.425
C -1.79600 -0.04105 -4.25995 0.487
C -2.88839 -0.39762 -3.27895 -0.960
C -2.29649 0.26319 -5.65048 -1.375
H 2.98564 3.45863 -5.57566 0.446
H 3.66941 2.24657 -4.48246 0.336
H 2.52287 3.44726 -3.87107 0.267
H 0.71794 2.42873 -5.25819 0.241
H 2.83192 0.38836 -6.06550 0.350
H 2.13360 1.61378 -7.14046 0.428
H 1.11507 0.32351 -6.48226 0.324
H 0.12622 3.46890 -2.81522 0.779
H 1.21509 2.75601 -1.58679 0.208
H -2.10203 4.75912 -2.32633 0.349
H -4.40018 3.09540 -3.45298 0.316
H -2.76939 3.14730 -4.14749 0.076
H -3.76260 4.61397 -4.10503 0.469
H -4.77568 3.95254 -1.10296 0.326
H -4.37849 5.57114 -1.71098 0.431
H -3.51387 4.91551 -0.31563 0.305
H -0.31805 5.40628 1.26208 0.297
H -1.07057 2.63972 2.29208 0.129
H -2.09328 4.08372 2.32848 0.361
H -0.61453 4.02713 3.29860 0.461
H 1.26959 2.80419 1.13161 0.063
H 1.66488 4.21836 2.11344 0.566
H 1.71831 4.34020 0.35421 0.317
H -1.06054 -0.84806 -4.29639 0.403
H -3.60869 0.41747 -3.20116 0.133
H -2.47379 -0.58867 -2.28808 -0.026
H -3.40524 -1.29279 -3.62390 0.527
H -3.04350 1.05738 -5.61973 0.288
H -2.75374 -0.62740 -6.07959 0.441
H -1.47873 0.57920 -6.29770 0.292
O 1.95283 -1.24470 0.36378 -0.845
C 2.61760 -0.20204 0.07980 0.739
O 1.90302 0.83613 -0.17416 -0.281
C 4.07293 -0.17105 0.00656 0.185
C 4.82544 -1.31279 0.28452 -0.637
C 6.20394 -1.26525 0.17129 -0.676
C 6.83221 -0.09739 -0.24388 -0.531
C 6.05884 1.01543 -0.52018 -0.087
C 4.69021 1.00908 -0.39152 -0.576
N 6.70810 2.25358 -1.00664 1.042
O 7.91348 2.30602 -0.94844 -0.578
O 5.97473 3.12382 -1.43702 -0.597
H 4.32170 -2.22314 0.58005 0.523
H 6.79824 -2.13855 0.39964 0.430
H 7.90546 -0.04347 -0.35956 0.529
H 4.11735 1.89942 -0.60211 0.691
```

**Multiplicity**: 2
**Net charge**: +2
**Molecular weight**: 839.772 u
**E**: -2867.808153 Ha
**Relative energy (zero: lowest compared OMol25 entry of this formula, charge and spin)**: 0.0 kcal/mol
**⟨S²⟩**: 0.769

***

No. 4
The following is a DFT calculation (ωB97M-V/def2-TZVPD) of a structure of composition C24H27N4O4RuSe2 at a distorted geometry.

```
62
Properties=species:S:1:pos:R:3:mulliken_charge:R:1
Ru -0.26485 1.01115 -0.11215 0.711
O 2.16693 -2.94428 2.79367 -0.657
C 2.93558 -1.92286 3.21531 0.274
C 3.79387 -2.14613 4.29112 -0.614
C 4.63880 -1.15408 4.74129 -0.375
C 4.63577 0.09364 4.13683 -0.703
C 3.75258 0.34895 3.10908 -0.549
C 2.89388 -0.64334 2.63572 0.474
C 1.93314 -0.29683 1.57615 0.743
O 1.64539 0.90785 1.33921 -0.781
N 1.40556 -1.31703 0.89940 -1.471
N 0.46911 -1.02346 0.02261 1.191
C 0.29725 -1.78607 -1.03678 -0.901
C -0.75459 -1.48885 -1.93329 0.924
C -1.04408 -2.28175 -3.06179 -1.119
C -2.04615 -1.89430 -3.91526 -0.232
C -2.79141 -0.75026 -3.61733 -1.034
C -2.46333 -0.03127 -2.48484 -0.435
N -1.46398 -0.35746 -1.68235 0.626
H 1.69931 -2.65085 1.97846 0.507
H 3.77861 -3.12080 4.74945 0.433
H 5.30684 -1.35704 5.56418 0.381
H 5.31610 0.85973 4.47017 0.409
H 3.70941 1.31830 2.63647 0.419
H 0.96825 -2.61971 -1.21362 0.355
H -0.47035 -3.17792 -3.24101 0.465
H -2.26344 -2.46235 -4.80721 0.427
H -3.59772 -0.42438 -4.25342 0.429
H -3.03187 0.84982 -2.21090 0.596
O 0.59020 4.00030 0.18352 -0.174
C 0.17363 5.03877 -0.66357 -1.327
C -0.46344 4.41621 -1.91426 2.103
C -0.78592 5.57461 -2.89628 -1.458
O -1.45150 5.16495 -4.05902 -0.520
C -1.79327 3.73349 -1.59202 -1.230
Se -1.96063 2.74205 0.10407 -0.379
C 0.51904 3.47801 -2.62416 -1.584
Se 1.34575 1.97287 -1.61897 -0.185
H 1.11745 4.33755 0.91393 0.205
H 1.02162 5.66862 -0.96694 0.438
H -0.57184 5.67153 -0.15765 0.366
H 0.14156 6.10855 -3.14409 0.473
H -1.46623 6.27623 -2.40520 0.477
H -0.84300 4.67339 -4.62285 0.350
H -2.03958 3.02355 -2.38512 0.375
H -2.58848 4.48261 -1.54633 0.543
H 1.37238 4.05670 -2.98912 0.428
H 0.02581 2.99746 -3.47304 0.510
N -1.07265 0.42309 2.35657 -0.196
C -2.25175 -0.34243 2.54136 0.436
C -2.48874 -1.06871 3.70236 -0.543
C -3.66196 -1.79043 3.84220 -0.594
C -4.60245 -1.80614 2.82541 -0.442
C -4.36286 -1.09129 1.66185 -0.976
C -3.19463 -0.37072 1.51987 0.272
H -0.36633 0.19902 3.05455 0.130
H -1.26508 1.42551 2.40753 0.321
H -1.75973 -1.05545 4.50169 0.373
H -3.84320 -2.33845 4.75574 0.371
H -5.51759 -2.36762 2.94240 0.387
H -5.08599 -1.10500 0.86169 0.418
H -2.98854 0.17092 0.60518 0.138
```

**Multiplicity**: 2
**Molecular weight**: 694.494 u
**E**: -6348.431394 Ha
**Relative energy (zero: lowest compared OMol25 entry of this formula, charge and spin)**: 52.3 kcal/mol
**⟨S²⟩**: 0.773